Entry 1:
8
Properties=species:S:1:pos:R:3:lowdin_spin:R:1 method="wB97M-V/def2-TZVPD" de_lowest_kcal_mol=2.8 fmax_ev_per_a=4.6 homo_energy_ha="-0.2353 / -0.4029" multiplicity=3 gap_ev="7.0425 / 7.2613"
C -0.1338 1.6092 -0.2390 0.62
C 0.0245 0.1668 0.2379 0.17
O -0.9349 2.0387 -1.1093 0.97
O -0.4952 -0.7717 -0.6002 0.01
F 0.5645 2.3793 0.5990 0.16
H 1.1818 0.1251 0.3745 0.03
H -0.4851 0.0519 1.3230 0.05
H -1.5034 -0.7028 -0.9146 0.00

Entry 2:
8
Properties=species:S:1:pos:R:3:lowdin_spin:R:1 method="wB97M-V/def2-TZVPD" fmax_ev_per_a=7.4 charge=+3 homo_energy_ha="-1.0270 / -1.0400" multiplicity=6 gap_ev="8.6922 / 7.6948"
H -0.3314 -0.1877 -1.2652 0.03
C 0.9647 -0.0466 -0.1284 0.38
C -0.1311 0.7115 0.3226 0.29
O -1.1704 0.1508 -0.3307 0.28
H 1.9483 0.3032 0.1948 0.02
F 0.8003 -1.3541 0.2508 0.19
H -0.0991 1.8004 0.3819 0.01
Ru -1.9812 -1.3775 0.5742 3.80